Entry 1:
ORCA calculation (wB97M-V/def2-TZVPD) on a cluster of 10 separate species, C16H52O18 in total.

## Properties
Largest force on an atom = 0.0388 Eh/bohr
Lowest unoccupied orbital energy = -0.1 eV
Relative energy (zero: lowest compared OMol25 entry of this formula, charge and spin) = 26.5 kcal per mole

Geometry as ORCA input:
```
! wB97M-V def2-TZVPD RIJCOSX def2/J DEFGRID3
* xyz 0 1
O -2.2064 1.6828 -0.1302
O 4.1106 1.4803 -1.1945
O 0.2249 -3.4942 2.2652
O 4.5412 -1.3908 -1.2230
O 0.3574 1.6973 1.7424
O -5.9064 -1.2616 -1.4456
O -4.9301 -2.6980 0.6282
O 4.2336 -4.8702 -1.3709
O 4.8493 1.3844 3.2977
O 2.3901 0.0447 2.3101
O -4.1998 0.3903 -5.0427
O 1.0547 0.4281 -2.0953
O -0.2204 4.4539 3.2218
O 0.9919 2.4131 -4.2821
O -4.9509 2.8986 0.3393
O -1.9766 2.0277 -4.7704
O 1.0498 -1.3388 0.2334
O 1.6364 -1.8598 4.0144
C 0.9262 3.6380 3.1130
C -4.1503 -1.5916 0.1389
C -3.2977 0.1249 -3.9871
C 0.2982 -0.7628 -1.9349
C -0.4228 -3.0604 3.4853
C -3.7203 3.5522 0.5543
C 1.0905 2.9091 1.7857
C -2.5970 1.4447 -3.6453
C -0.1411 -1.0063 -0.5133
C 4.8552 0.1256 2.6152
C -5.0058 -0.5548 -0.5959
C 3.6531 -0.2397 1.7391
C 0.5348 -2.5582 4.5734
C 3.6695 -2.4377 -1.6115
C 4.4713 -3.6623 -2.0998
C -2.6654 2.9910 -0.3994
H -6.6574 -1.5467 -0.9169
H 4.3300 2.0039 2.7730
H 0.2719 2.0408 -4.8041
H 5.0186 -0.6800 3.3330
H -1.0289 -2.2163 3.1555
H 3.7272 -1.3273 1.6221
H 2.9765 -2.8113 -0.8479
H 4.5067 0.6326 -0.9406
H -5.5167 -0.0140 0.2051
H 0.7962 -1.8519 1.0138
H 1.8507 4.2183 3.2529
H 0.9996 0.9662 1.6922
H -0.9097 -1.7814 -0.4306
H 1.1070 1.7760 -3.5616
H -3.5922 -1.2348 1.0031
H -1.9552 1.3178 -2.7683
H 0.5225 -4.3999 2.3941
H -3.4023 2.1395 -3.3914
H -5.2088 -3.1733 -0.1638
H 2.1583 2.7004 1.6795
H -2.5021 -0.5696 -4.2852
H -4.4758 0.1581 -1.2171
H 5.5600 -3.5290 -2.1028
H -1.7936 3.6431 -0.5485
H 0.7715 -1.6271 -2.4015
H 4.2960 -3.7914 -3.1704
H -3.4458 -2.0526 -0.5669
H -3.1434 2.9912 -1.3839
H -0.2184 5.0815 2.4922
H 3.5167 1.2561 -1.9212
H 5.2281 -1.7827 -0.6730
H 3.8059 0.1645 0.7393
H 0.8963 -3.2865 5.3004
H -2.0581 1.5100 0.8057
H -0.5839 -0.1128 -0.0607
H 3.0530 -2.1046 -2.4466
H 5.7581 0.2088 2.0010
H -3.8177 -0.2317 -3.0964
H 4.7311 -4.7922 -0.5526
H 0.8967 2.9510 3.9566
H -1.6899 1.3762 -5.4184
H 1.0917 0.8426 -1.2215
H -3.7644 4.6024 0.2329
H -1.0672 -3.8910 3.7747
H -0.6674 -0.6535 -2.4617
H -3.3820 3.5906 1.5911
H 0.7371 3.5486 0.9728
H -0.1648 -1.8984 5.1071
H 2.3067 -1.7767 4.7002
H 2.1563 -0.7894 2.7788
H -4.9450 -0.2142 -5.0099
H -5.6275 3.5207 0.0709
*
```

Atom charges from the Löwdin analysis, given in e for atoms 1 to 2: atom 1 (O): -0.085, atom 2 (O): -0.065

Entry 2:
ORCA calculation (wB97M-V/def2-TZVPD) on a structure of composition C16H56B6Ca2O4.

## Properties
Largest force on an atom = 0.0479 Eh/bohr
Lowest unoccupied orbital energy = 3.6 eV
Relative energy (zero: lowest compared OMol25 entry of this formula, charge and spin) = 0.0 kcal per mole

Geometry as ORCA input:
```
! wB97M-V def2-TZVPD RIJCOSX def2/J DEFGRID3
* xyz -2 1
Ca -2.5484 0.1792 -0.2380
Ca 0.6772 0.3026 2.5586
O 2.7830 0.6664 1.4909
O 2.0855 -4.1908 0.3467
O -1.7632 2.2195 -1.2718
O -2.0783 -0.7900 -2.5299
C -0.7355 3.0554 -0.6562
C 0.5860 -3.6643 -1.4461
C -1.0900 -0.7363 -3.5391
C 4.7265 1.8917 1.4727
C -2.0502 4.4290 -2.1268
C -1.6967 -1.3620 -4.8044
C 2.8584 1.2485 0.1959
C -2.6599 3.0252 -2.0461
C -3.3354 -0.9114 -3.1721
C 4.2972 1.7914 0.0052
C 2.7917 -3.3386 -0.5319
C 0.7192 -3.9937 0.0503
C 2.0496 -3.4233 -1.8746
C 4.0679 0.6790 2.0719
C -3.0910 -1.8452 -4.3602
C -1.2430 4.4707 -0.8385
B -0.9386 -0.3603 4.5758
B -3.0818 -2.2971 0.1432
B 1.2093 2.7170 3.1194
B -2.3872 1.3637 2.1411
B 1.8126 -2.0245 3.1455
B -0.1384 -0.2308 0.3274
H 0.2231 -0.4925 4.6008
H 0.1330 -4.5148 -1.9538
H 0.8678 2.4237 2.0434
H -3.3626 -3.4736 0.1708
H 0.1963 -4.9483 0.1960
H -0.4057 5.1711 -0.8631
H -0.7097 0.2765 -3.7271
H 2.1264 2.0550 0.1387
H 0.0634 0.9007 0.3780
H 1.8418 1.8786 3.6307
H 0.2208 2.7694 3.8129
H -1.0381 -2.1475 -5.1783
H -2.6462 0.2443 1.9898
H 0.6449 -2.0178 3.0329
H -1.2386 1.4468 2.3800
H -3.1006 1.8478 2.9831
H -0.4053 -0.4173 -0.7940
H 4.0687 0.7190 3.1606
H -0.9018 -0.7083 0.9979
H 2.4895 -4.1929 -2.5146
H -3.8106 -1.6242 -5.1489
H -1.8397 -0.6909 -5.6532
H 2.1863 -0.9400 3.3476
H 4.2037 2.7907 1.8164
H -1.2799 -0.7610 3.5212
H 1.7630 3.7993 3.1704
H -0.6353 2.8181 0.3988
H 5.7983 2.0261 1.6190
H -3.6999 0.0576 -3.5551
H 2.6510 0.5274 -0.5981
H -2.1604 -2.1803 -0.5559
H -2.9260 -1.8826 1.2273
H 0.1620 2.8618 -1.2444
H 2.1249 -2.4936 -2.4487
H -1.8534 4.7586 0.0186
H -2.6359 1.8761 1.1133
H 2.0279 -2.6801 4.1457
H -0.2086 -1.2897 -3.2154
H 0.8711 -0.7223 0.5831
H -3.6288 3.0116 -1.5300
H 4.3596 2.7504 -0.5116
H 2.8055 -2.3085 -0.1515
H -4.0601 -1.2876 -2.4515
H -2.7821 5.2333 -2.1687
H -1.2527 0.8013 4.6923
H -3.9786 -1.6874 -0.3438
H -3.1689 -2.8781 -4.0299
H 4.6122 -0.2521 1.8552
H -1.5359 -1.1028 5.3333
H 2.2869 -2.4979 2.1378
H 3.8299 -3.6764 -0.5799
H -2.7684 2.5428 -3.0211
H -0.0012 -2.7598 -1.6069
H 4.8845 1.0832 -0.5876
H -1.4415 4.4191 -3.0335
H 0.2078 -3.3328 0.7621
*
```

Atom charges from the Löwdin analysis, given in e for atoms 1 to 2: atom 1 (Ca): 1.244, atom 2 (Ca): 1.046

Entry 3:
ORCA calculation (wB97M-V/def2-TZVPD) on a cluster of 12 separate species, C16H56N6O12 in total.

## Properties
Largest force on an atom = 0.2073 Eh/bohr
Lowest unoccupied orbital energy = 0.2 eV
Relative energy (zero: lowest compared OMol25 entry of this formula, charge and spin) = 10.4 kcal per mole

Geometry as ORCA input:
```
! wB97M-V def2-TZVPD RIJCOSX def2/J DEFGRID3
* xyz 0 1
O -0.4569 1.1058 3.1460
O -3.0295 -0.0820 1.8091
O 3.5121 5.5806 2.2199
O 2.3101 -3.1742 -1.9353
O 0.7168 -0.8617 -0.7908
O -2.0477 -2.0442 -0.6563
O -0.9546 3.8147 -2.9985
O -0.7709 -2.0284 2.9279
O 2.7813 -1.1932 -3.6033
O 1.9470 -1.8435 2.7950
O 5.4715 1.5031 -1.0856
O -3.5871 3.0744 -2.5898
N -0.5204 3.4067 3.5888
N -5.2673 -0.6614 2.4105
N -2.2716 2.4619 2.5502
N -4.4049 -1.5816 0.6554
N 0.7061 -4.7461 -1.9659
N 2.2004 -4.9719 -3.3414
C -0.1160 2.7165 -3.1170
C 0.4786 0.0333 0.3020
C 3.0969 3.2154 1.6037
C -3.7442 -2.7148 -2.3122
C -4.2265 -0.7725 1.6733
C -2.2667 -2.2884 -2.0366
C -3.4680 3.2012 -1.2583
C -2.8922 1.9014 -0.6679
C 1.7918 -0.1708 -3.4581
C -1.4531 -3.0645 3.7014
C 1.7639 -4.2973 -2.3883
C -1.0818 2.3083 3.0786
C 5.3711 0.5202 -0.1284
C 3.0338 4.3042 2.6821
C 2.5454 -2.7080 1.8659
C 4.1683 -0.3675 -0.4552
H 6.1133 2.1166 -0.7238
H 2.0168 0.7027 -2.8036
H 3.4975 4.1444 3.6505
H 4.1523 2.8995 1.3397
H -3.5331 -1.8050 0.1829
H -2.8881 4.1753 -1.0438
H -5.9363 -1.3888 2.4450
H 5.2310 1.0373 0.8330
H 0.2294 -4.1356 -1.3224
H 3.0615 -4.5620 -3.8256
H 0.7576 -0.1832 1.3034
H -2.0624 -1.4624 -2.7337
H -2.6479 3.3258 2.1636
H 1.6887 0.3789 -4.3673
H 1.7750 -5.9204 -3.6480
H -5.3526 -1.7968 0.2188
H -0.6019 0.1037 0.3581
H 3.5259 0.1832 -1.1253
H 6.2622 -0.0595 0.0759
H 2.6938 2.2703 1.9737
H -4.3923 3.4562 -2.9558
H -3.9433 -3.7751 -2.0057
H 0.9159 1.0588 0.1300
H -4.4603 3.3414 -0.8236
H 3.5776 -0.7368 0.3880
H 4.5369 -1.2292 -0.9764
H -2.5341 -3.1277 3.4084
H 3.6219 -2.7211 2.0794
H 1.5814 -1.1169 -0.7616
H -4.3627 -2.0558 -1.7572
H -1.7837 1.7900 -0.7041
H 2.4606 3.3428 0.7474
H -1.1943 -1.7271 -0.4819
H 0.8016 -0.5650 -3.3272
H -1.7335 -3.1714 -2.3994
H -2.6634 1.6014 2.2474
H -3.1134 1.7978 0.3417
H 0.9705 -1.9359 2.8181
H -0.8566 4.3034 3.2380
H 0.1158 -5.5044 -2.2122
H 0.3460 3.3605 4.0662
H -1.4023 -2.8041 4.8187
H -0.5042 2.1418 -3.9280
H -3.2453 1.0268 -1.1204
H -3.9586 -2.6385 -3.3752
H -1.2531 -1.1094 2.8674
H 2.2537 -3.6879 2.1450
H 2.6906 -1.8721 -2.9131
H -5.2291 -0.0623 3.2510
H -0.1147 2.0783 -2.1918
H 0.8073 3.1389 -3.3781
H 3.3778 6.2207 2.9250
H -1.8900 3.5554 -2.8254
H -1.0513 -4.0593 3.5582
H 2.0747 4.5167 3.1166
H 2.2356 -2.4307 0.8186
*
```

Atom charges from the Löwdin analysis, given in e for atoms 1 to 2: atom 1 (O): -0.086, atom 2 (O): -0.125